[1]
The following is a quantum chemistry calculation of C18H22F6IrN3O10S2 as an isolated structure in a non-equilibrium geometry, from the Open Molecules 2025 dataset.

Computed properties:
- highest occupied orbital energy (alpha / beta) (eV) = -8.52 / -8.52
- frontier orbital gap (alpha / beta) (eV) = 7.24 / 7.24
- E_LUMO (alpha / beta) (eV) = -1.28 / -1.27
- net charge = 0
- ΔE to the lowest compared entry with this formula, charge and spin (kcal per mole) = 83.2
- DFT total energy (eV) = -84776.6851

Last column: Mulliken charge in e.
Atoms and positions in Å:
Ir (-0.3249, -0.1259, 0.3031)  2.14
C (3.8586, -3.9101, 3.8406)  -0.65
O (3.9723, -4.3030, 2.4797)  -0.47
C (3.0512, -3.8412, 1.6149)  1.08
C (3.2482, -4.2194, 0.2682)  -1.12
C (2.3652, -3.7789, -0.6722)  -0.68
C (1.2673, -2.9541, -0.3379)  0.03
C (0.3414, -2.5092, -1.3314)  1.28
C (0.4173, -3.0353, -2.7340)  -1.85
O (-0.5875, -1.6866, -1.1108)  -0.85
C (1.0802, -2.5802, 1.0108)  0.14
O (0.0676, -1.8521, 1.3896)  -1.33
C (1.9794, -3.0495, 1.9805)  0.00
H (4.7004, -4.3626, 4.3551)  0.26
H (2.9264, -4.2711, 4.2789)  0.33
H (3.9103, -2.8231, 3.9388)  0.19
H (4.0917, -4.8451, 0.0158)  0.46
H (2.5196, -4.0667, -1.7032)  0.43
H (0.3814, -4.1234, -2.7585)  0.54
H (1.3581, -2.7064, -3.1778)  0.40
H (-0.4100, -2.6292, -3.3104)  0.35
H (1.7823, -2.7673, 3.0035)  0.48
C (-2.6700, 1.6061, -2.8141)  -1.56
C (-1.6036, 1.0134, -1.9606)  0.76
N (-1.7707, 0.7163, -0.7174)  0.97
O (-2.9883, 1.0188, -0.1685)  -0.71
C (-0.2878, 0.7467, -2.4196)  0.41
C (0.1559, 0.8400, -3.8412)  -1.98
N (0.5311, 0.3753, -1.4613)  0.57
O (1.7140, 0.0178, -1.6016)  -0.76
H (-3.3623, 2.1775, -2.2021)  0.44
H (-3.2382, 0.8113, -3.3030)  0.31
H (-2.2352, 2.2416, -3.5818)  0.39
H (-2.7668, 1.1910, 0.7701)  0.55
H (0.0785, 1.8610, -4.2185)  0.48
H (-0.4558, 0.1965, -4.4773)  0.34
H (1.1937, 0.5247, -3.9134)  0.38
F (-2.1277, -0.3452, 3.5580)  -0.24
C (-1.2268, 0.4572, 4.1271)  0.62
F (-1.6417, 0.7869, 5.3410)  -0.23
F (-0.0773, -0.1959, 4.2194)  -0.16
S (-1.0882, 1.9887, 3.0862)  0.60
O (-1.3145, 1.4794, 1.7056)  -0.77
O (-2.1139, 2.8765, 3.5332)  -0.64
N (0.3830, 2.3528, 3.3447)  -0.22
S (1.1485, 3.6844, 2.9214)  0.97
O (2.5487, 3.3807, 2.8945)  -0.63
O (0.6771, 4.8458, 3.6061)  -0.63
C (0.7201, 4.0320, 1.1603)  0.59
F (-0.5525, 4.4075, 1.0502)  -0.20
F (0.9305, 2.9771, 0.3686)  -0.27
F (1.5021, 5.0275, 0.7579)  -0.23
C (2.8702, 0.1901, 3.4575)  -0.81
C (2.7454, 0.2499, 1.9664)  0.71
C (3.9903, 0.2797, 1.1355)  -1.45
O (1.6545, 0.3064, 1.4237)  -0.40
H (3.9088, 0.1481, 3.7782)  0.48
H (2.3139, -0.6700, 3.8296)  0.09
H (2.3937, 1.0799, 3.8723)  0.14
H (4.4241, 1.2799, 1.2346)  0.38
H (3.7510, 0.0934, 0.0909)  0.10
H (4.7223, -0.4393, 1.5057)  0.45

---

[2]
The following is a quantum chemistry calculation of a 2-piece molecular cluster, C5H10N3OS overall in a non-equilibrium geometry, from the Open Molecules 2025 dataset.

Computed properties:
- highest occupied orbital energy (alpha / beta) (eV) = -12.09 / -11.26
- frontier orbital gap (alpha / beta) (eV) = 7.81 / 7.73
- E_LUMO (alpha / beta) (eV) = -4.28 / -3.53
- net charge = +1
- ΔE to the lowest compared entry with this formula, charge and spin (kcal per mole) = 110.8
- DFT total energy (eV) = -22688.0524

Last column: Mulliken charge in e.
Atoms and positions in Å:
C (-3.0073, 0.7279, -0.8521)  -0.34
C (-2.0978, -0.2664, -0.7617)  -0.19
C (-1.5914, 1.4624, 0.6778)  -0.18
C (3.4440, -0.8834, 0.0232)  -0.55
C (-0.0237, -0.3779, 0.8138)  -0.15
N (-2.7980, 1.7143, 0.0473)  -0.02
N (-1.1727, 0.2593, 0.2786)  0.20
N (1.7995, 0.5518, -0.6681)  -0.41
O (2.2248, -0.7160, -0.7478)  -0.07
S (0.3094, -1.9021, 0.1716)  -0.15
H (-4.0145, 0.6395, -1.3902)  0.32
H (-2.0275, -1.2952, -1.2253)  0.33
H (-1.2797, 1.9708, 1.5602)  0.35
H (4.1357, -0.3588, -0.5456)  0.32
H (3.4304, -1.9791, -0.1228)  0.30
H (3.3490, -0.5159, 1.0802)  0.25
H (0.3376, -0.1123, 1.7886)  0.34
H (-3.3449, 2.5415, 0.1435)  0.20
H (1.0779, 0.6244, -1.3834)  0.25
H (1.2489, -2.0848, 1.1123)  0.18

---

[3]
The following is a quantum chemistry calculation of a 4-piece molecular cluster, C20H21BrN5OP overall, from the Open Molecules 2025 dataset.

Computed properties:
- highest occupied orbital energy (eV) = -8.09
- frontier orbital gap (eV) = 7.06
- E_LUMO (eV) = -1.03
- net charge = 0
- SMILES = OP(Br)c1ccc2nccnc2c1.c1cc[nH]c1.c1cc[nH]c1.c1cc[nH]c1
- DFT total energy (eV) = -109910.2760

Last column: Mulliken charge in e.
Atoms and positions in Å:
O (2.4714, -4.1831, 2.1514)  -0.46
P (1.3832, -3.2403, 1.4052)  0.24
Br (0.2057, -2.3817, 3.1360)  -0.22
C (2.4360, -1.8056, 0.9799)  0.28
C (2.5628, -1.5430, -0.4038)  -0.76
C (3.3489, -0.5194, -0.8545)  -0.74
C (4.0528, 0.2792, 0.0569)  0.47
N (4.8403, 1.2933, -0.4108)  -0.62
C (5.4626, 1.9980, 0.4830)  -0.23
C (5.3619, 1.7335, 1.8770)  -0.25
N (4.6349, 0.7693, 2.3521)  -0.56
C (3.9442, 0.0187, 1.4438)  0.14
C (3.1157, -1.0271, 1.8909)  0.08
H (3.2668, -3.7075, 2.4211)  0.37
H (2.0300, -2.1694, -1.1044)  0.42
H (3.4431, -0.3032, -1.9070)  0.45
H (6.0877, 2.8131, 0.1440)  0.39
H (5.9097, 2.3516, 2.5753)  0.42
H (3.0443, -1.2037, 2.9553)  0.57
N (-2.0127, -1.4493, -1.1582)  0.08
C (-1.8500, -1.2769, 0.1885)  0.03
C (-3.0339, -0.8177, 0.6990)  -0.48
C (-3.9479, -0.7077, -0.3846)  -0.48
C (-3.2873, -1.1065, -1.5155)  0.04
H (-1.3045, -1.7755, -1.7884)  0.21
H (-0.9142, -1.4914, 0.6750)  -0.04
H (-3.2256, -0.5872, 1.7335)  0.43
H (-4.9712, -0.3757, -0.3358)  0.39
H (-3.6097, -1.1747, -2.5383)  -0.19
N (0.1911, 1.2168, 3.6930)  0.14
C (1.2936, 1.8782, 4.1577)  -0.25
C (0.8642, 2.8510, 5.0222)  -0.60
C (-0.5538, 2.7705, 5.0814)  -0.48
C (-0.9368, 1.7512, 4.2511)  -0.45
H (0.2018, 0.4502, 3.0421)  0.19
H (2.2831, 1.6002, 3.8454)  0.30
H (1.4958, 3.5407, 5.5566)  0.40
H (-1.2144, 3.3873, 5.6669)  0.39
H (-1.9117, 1.3632, 4.0113)  0.36
N (-4.6511, -0.1950, -4.9433)  0.02
C (-5.0021, 0.8324, -5.7744)  -0.48
C (-4.1238, 0.8414, -6.8239)  -0.41
C (-3.2066, -0.2249, -6.6174)  -0.47
C (-3.5581, -0.8457, -5.4491)  -0.37
H (-5.1253, -0.4320, -4.0921)  0.20
H (-5.8422, 1.4660, -5.5498)  0.37
H (-4.1364, 1.5337, -7.6484)  0.39
H (-2.3848, -0.5038, -7.2549)  0.40
H (-3.1272, -1.6913, -4.9412)  0.37

---

[4]
The following is a quantum chemistry calculation of one molecule with the formula C3H6OSe in a non-equilibrium geometry, from the Open Molecules 2025 dataset.

Computed properties:
- highest occupied orbital energy (alpha / beta) (eV) = -9.26 / -7.54
- frontier orbital gap (alpha / beta) (eV) = 9.97 / 5.47
- E_LUMO (alpha / beta) (eV) = 0.71 / -2.07
- net charge = 0
- ΔE to the lowest compared entry with this formula, charge and spin (kcal per mole) = 71.3
- DFT total energy (eV) = -70597.7257

Last column: Mulliken charge in e.
Atoms and positions in Å:
C (-0.2651, 0.3993, 0.0247)  -0.19
C (-1.4457, -0.5766, -0.2131)  -0.99
C (2.1225, 0.1698, 0.2962)  -0.47
O (0.9056, -0.4229, 0.0911)  -0.28
Se (-3.4003, 0.1091, -0.0153)  -0.07
H (0.0680, 1.0634, -0.8208)  0.31
H (-0.4775, 1.0079, 0.8791)  0.32
H (-1.5185, -1.0504, -1.1385)  0.44
H (-1.2817, -1.2600, 0.5121)  0.42
H (2.8353, -0.6756, 0.4169)  0.28
H (2.4574, 1.2357, -0.0324)  0.24

---

[5]
The following is a quantum chemistry calculation of a 15-piece molecular cluster, C4H28BO22 overall in a non-equilibrium geometry, from the Open Molecules 2025 dataset.

Computed properties:
- highest occupied orbital energy (eV) = -7.60
- frontier orbital gap (eV) = 9.66
- E_LUMO (eV) = 2.06
- net charge = -1
- ΔE to the lowest compared entry with this formula, charge and spin (kcal per mole) = 68.4
- DFT total energy (eV) = -50331.2084

Last column: Mulliken charge in e.
Atoms and positions in Å:
O (-7.0721, 33.6260, -29.6589)  -0.62
C (-7.7210, 34.3782, -30.3969)  0.57
O (-7.2461, 35.3264, -31.2809)  -0.44
B (-8.3686, 35.9327, -31.9591)  0.96
O (-9.6399, 35.4141, -31.3355)  -0.40
C (-9.2791, 34.5088, -30.4184)  0.66
O (-10.0697, 33.8508, -29.7565)  -0.65
O (-8.3358, 35.6092, -33.3869)  -0.51
C (-8.5540, 36.7127, -34.0273)  0.60
O (-8.6740, 36.7871, -35.2422)  -0.68
C (-8.5177, 37.8655, -33.0858)  0.67
O (-8.3263, 37.4314, -31.8949)  -0.49
O (-8.7363, 39.0312, -33.3269)  -0.67
O (-2.7189, 32.4856, -26.4750)  -0.64
H (-3.5235, 32.3335, -26.9708)  0.33
H (-2.1099, 32.8561, -27.1138)  0.32
O (-9.5693, 32.8911, -23.1858)  -0.63
H (-10.2840, 32.9472, -23.8201)  0.32
H (-9.9268, 32.3702, -22.4668)  0.31
O (-14.1870, 37.7140, -35.3387)  -0.63
H (-13.6326, 37.2113, -35.9354)  0.32
H (-14.2151, 38.5918, -35.7194)  0.32
O (-11.3808, 41.4602, -37.9824)  -0.65
H (-10.9848, 40.9649, -38.6994)  0.32
H (-10.7686, 41.3584, -37.2536)  0.33
O (-3.5079, 35.5771, -37.0501)  -0.63
H (-3.6925, 35.0801, -36.2532)  0.32
H (-2.8492, 36.2192, -36.7853)  0.31
O (-12.4416, 27.6666, -29.3308)  -0.64
H (-12.0031, 27.4196, -30.1451)  0.32
H (-11.7964, 28.1956, -28.8617)  0.33
O (-4.7311, 42.5917, -34.1365)  -0.64
H (-4.5896, 43.5008, -33.8722)  0.31
H (-5.6802, 42.4744, -34.0937)  0.32
O (-12.4214, 38.0206, -26.9533)  -0.64
H (-12.8807, 38.0419, -27.7928)  0.32
H (-12.5098, 37.1156, -26.6543)  0.31
O (-14.8300, 33.9560, -29.9960)  -0.65
H (-14.4877, 34.8115, -30.2552)  0.32
H (-14.0904, 33.3583, -30.1054)  0.33
O (-4.8325, 37.7549, -27.1141)  -0.64
H (-4.3694, 38.3215, -27.7312)  0.31
H (-5.2253, 37.0747, -27.6613)  0.33
O (-12.9646, 42.7463, -31.7272)  -0.62
H (-12.4414, 43.3910, -32.2034)  0.31
H (-13.0718, 43.1224, -30.8535)  0.31
O (-4.5753, 32.4033, -34.0683)  -0.63
H (-5.4341, 32.8184, -33.9888)  0.32
H (-4.7347, 31.6214, -34.5970)  0.32
O (-13.9247, 38.2488, -31.0209)  -0.60
H (-13.9824, 37.8029, -31.8659)  0.31
H (-13.7384, 39.1611, -31.2432)  0.29
O (-6.3583, 35.0883, -40.4318)  -0.65
H (-5.8525, 35.4335, -39.6962)  0.33
H (-7.1961, 34.8307, -40.0472)  0.32

---

[6]
The following is a quantum chemistry calculation of one molecule with the formula C5H8O2, from the Open Molecules 2025 dataset.

Computed properties:
- highest occupied orbital energy (alpha / beta) (eV) = -7.34 / -7.34
- frontier orbital gap (alpha / beta) (eV) = 7.28 / 7.28
- E_LUMO (alpha / beta) (eV) = -0.06 / -0.06
- net charge = 0
- ΔE to the lowest compared entry with this formula, charge and spin (kcal per mole) = 119.7
- DFT total energy (eV) = -9404.6420

Last column: Mulliken charge in e.
Atoms and positions in Å:
C (0.4413, -1.2648, -0.1334)  -1.90
C (0.1881, 0.1536, 0.2104)  1.52
C (1.0004, 1.3722, -0.0970)  -0.75
C (0.7586, 0.9531, 1.3349)  -0.81
O (-1.2653, 0.3552, 0.1297)  -0.26
C (-1.8562, -0.6340, -0.4774)  0.22
O (-1.7040, -1.1494, -1.6772)  -0.39
H (1.1168, -1.3806, -0.9956)  0.39
H (-0.7403, -1.3629, -1.6966)  0.46
H (0.8366, -1.8498, 0.7000)  0.21
H (1.9831, 1.2134, -0.5319)  0.27
H (0.4887, 2.2679, -0.4381)  0.23
H (1.5649, 0.4874, 1.8944)  0.25
H (0.0796, 1.5662, 1.9213)  0.23
H (-2.8923, -0.7275, -0.1434)  0.32